Density functional theory data (wB97M-V/def2-TZVPD) for an isolated molecule of C6H16NO2PSi.

ORCA input file:
```
! wB97M-V def2-TZVPD RIJCOSX def2/J DEFGRID3
* xyz 0 1
P -1.3535 -0.3743 1.4666
C -2.7748 0.5617 -0.6143
O -1.9993 1.1427 1.5098
H -2.1510 -1.5027 -2.0526
H 1.5954 -2.3775 -0.7798
H 3.0534 -1.4747 -0.9866
C 1.6637 1.7645 -0.1963
C -2.0389 -1.7895 -0.9990
H 0.5899 2.2041 -0.2279
C 3.1071 -0.3030 1.7768
N -1.9542 -0.5453 -0.1716
Si 1.6836 -0.0311 0.4580
C 2.0167 -1.2782 -0.8747
H 2.9111 0.2671 2.6365
O 0.2610 -0.3740 1.1693
H -1.0329 -2.2738 -0.9548
H 1.7297 -1.1432 -1.9716
H -3.7947 0.0200 -0.6438
H -3.4394 2.0987 0.8007
H -2.6303 1.0018 -1.5715
H 1.9691 1.9143 -1.2529
H -1.8941 2.4174 -0.1613
H 4.1095 0.0121 1.3068
H 3.1752 -1.3443 2.0534
H 2.4550 2.2484 0.4195
H -2.7054 -2.4956 -0.5097
C -2.5518 1.6543 0.3709
*
```

Calculated values
Kohn-Sham gap (eV): 9.1
Structure (SMILES): CN1CCOP1O[Si](C)(C)C
Energy (a.u.): -1074.3490
F_max (eV Å⁻¹): 4.0